{
  "formula": "C10H8O2S",
  "method": "ωB97M-V with the def2-TZVPD basis set",
  "de_lowest_kj_mol": 538.3,
  "spin_multiplicity": 1,
  "homo_ev": -8.61,
  "smiles": "O=C(O)CSC#Cc1ccccc1",
  "lumo_energy_ev": 0.049,
  "species": ["O", "C", "O", "C", "S", "C", "C", "C", "C", "C", "C", "C", "C", "H", "H", "H", "H", "H", "H", "H", "H"],
  "xyz": [[-3.9271, 1.6776, -0.9081], [-3.9042, 0.8363, -0.0791], [-3.9480, 1.1019, 1.2912], [-3.6739, -0.5427, -0.7365], [-2.8873, -1.6817, 0.4302], [-1.1223, -1.3856, 0.1765], [-0.0244, -0.8029, -0.0831], [1.2821, -0.2790, -0.0997], [1.5657, 0.9950, 0.2587], [2.8773, 1.4913, 0.1687], [3.8321, 0.5556, 0.1052], [3.5223, -0.8047, -0.0606], [2.4367, -1.2600, -0.1493], [-3.8347, 0.2801, 1.6855], [-2.8664, -0.3023, -1.4906], [-4.7051, -0.9778, -1.4523], [0.7545, 1.7225, 0.5895], [3.0875, 2.4853, 0.3941], [4.8907, 0.8939, 0.3523], [4.4257, -1.6211, 0.1122], [2.2188, -2.3816, -0.5049]],
  "mulliken_charge": [-0.480, 0.480, -0.419, -0.347, -0.190, -0.668, 0.563, 0.315, -0.247, -0.659, -0.162, -0.106, -0.364, 0.308, 0.241, 0.331, 0.318, 0.426, 0.258, 0.159, 0.243]
}

***

{
  "formula": "C10H9AsN3O5ReS5",
  "method": "ωB97M-V with the def2-TZVPD basis set",
  "de_lowest_kj_mol": 55.9,
  "spin_multiplicity": 1,
  "homo_ev": -14.64,
  "total_charge": 2,
  "lumo_energy_ev": -7.739,
  "species": ["Re", "O", "C", "C", "C", "N", "C", "C", "C", "O", "O", "C", "O", "O", "H", "H", "H", "S", "As", "S", "S", "S", "S", "C", "N", "C", "C", "N", "H", "H", "H", "H", "H", "H"],
  "xyz": [[-0.0673, -0.6100, -0.2321], [-1.0366, -0.6205, 5.7679], [-0.8563, -0.5513, 4.4569], [-1.4843, 0.4090, 3.6382], [-1.2212, 0.3466, 2.2951], [-0.4309, -0.5933, 1.7851], [0.2398, -1.4494, 2.5506], [0.0507, -1.4735, 3.9078], [1.2597, -2.2305, 1.7502], [1.9507, -3.0831, 2.1837], [1.3293, -1.8111, 0.4145], [-1.6665, 1.3335, 1.2494], [-2.4649, 2.1909, 1.3413], [-0.9078, 1.1698, 0.0269], [-1.6592, 0.0415, 6.0982], [-2.1281, 1.1806, 4.0416], [0.5913, -2.1651, 4.5403], [-0.0383, 1.7803, -2.8709], [-1.6729, 2.2663, -1.5153], [-1.8885, -1.7764, -0.7509], [-2.4713, -0.9404, -2.5812], [-3.2838, 0.8208, -1.9324], [0.4992, -0.2933, -2.4479], [2.2813, -0.0147, -2.4816], [2.9479, 0.7257, -3.3335], [4.4106, 0.5077, -3.2031], [4.4910, -0.4529, -1.9931], [3.0623, -0.6987, -1.6811], [2.5209, 1.2900, -4.0516], [4.9155, 1.4517, -3.0213], [4.7921, 0.0644, -4.1194], [4.9700, 0.0069, -1.1327], [4.9904, -1.3899, -2.2223], [2.7161, -1.4058, -1.0356]],
  "mulliken_charge": [0.850, -0.457, 0.904, -0.481, 0.238, -0.190, 0.420, -0.624, 0.274, -0.473, -0.745, 0.316, -0.464, -0.384, 0.333, 0.475, 0.573, -0.177, 0.568, 0.029, 0.043, 0.004, -0.165, 0.564, -0.106, -0.481, -0.567, 0.003, 0.187, 0.327, 0.326, 0.327, 0.343, 0.211]
}

***

{
  "formula": "C10H9AuN2O5",
  "method": "ωB97M-V with the def2-TZVPD basis set",
  "spin_multiplicity": 1,
  "homo_ev": -16.21,
  "total_charge": 2,
  "lumo_energy_ev": -10.563,
  "species": ["Au", "O", "C", "O", "C", "O", "C", "C", "O", "O", "H", "H", "H", "H", "H", "N", "C", "C", "C", "C", "C", "N", "C", "H", "H", "H", "H"],
  "xyz": [[0.8243, -0.2279, -1.2047], [2.6847, 3.3158, 0.7763], [2.0961, 2.2076, 0.4609], [1.6299, 1.9418, -0.6311], [2.0209, 1.2724, 1.6678], [1.4731, -0.0126, 1.3072], [2.0619, -1.0443, 1.7401], [3.7514, -1.5745, -0.5820], [4.5367, -2.1193, 0.0568], [2.9533, -1.0191, -1.2340], [2.7542, 3.9712, 0.0602], [3.0159, 1.1776, 2.1085], [1.3598, 1.7409, 2.4044], [2.7949, -0.9571, 2.5398], [1.5305, -1.9693, 1.5362], [-4.4680, -3.7003, -0.5653], [-3.8978, -2.7124, -0.6916], [-3.2482, -1.4466, -0.8381], [-3.9647, -0.2554, -0.7305], [-3.2985, 0.9455, -0.9074], [-1.9339, 0.9291, -1.1370], [-1.2520, -0.2209, -1.2159], [-1.8830, -1.3948, -1.0940], [-5.0227, -0.2791, -0.5045], [-3.8254, 1.8870, -0.8563], [-1.3792, 1.8495, -1.2551], [-1.3142, -2.3046, -1.2107]],
  "mulliken_charge": [0.590, -0.401, 0.533, -0.528, -0.484, -0.088, -0.071, 0.776, -0.266, -0.459, 0.424, 0.494, 0.355, 0.370, 0.370, -0.327, -0.171, 0.220, -0.060, -0.708, -0.092, -0.480, 0.074, 0.525, 0.426, 0.473, 0.506]
}

***

{
  "formula": "C10H9Br2ClCoNO2",
  "method": "ωB97M-V with the def2-TZVPD basis set",
  "de_lowest_kj_mol": 0.0,
  "s_squared": 6.027,
  "spin_multiplicity": 5,
  "homo_ev": [-15.91, -16.04],
  "total_charge": 2,
  "lumo_energy_ev": [-7.608, -9.881],
  "species": ["Co", "Br", "C", "Br", "H", "H", "Cl", "C", "C", "C", "C", "O", "C", "C", "O", "C", "H", "H", "H", "H", "C", "C", "N", "H", "H", "H"],
  "xyz": [[0.2794, 0.2745, -0.5293], [-1.5557, -1.1633, 2.7689], [-2.1047, 0.6599, 2.8681], [-1.4132, 1.7477, 1.4060], [-1.7226, 1.0929, 3.7832], [-3.1839, 0.7061, 2.8042], [2.9430, -6.3205, -1.8995], [2.1970, -4.9340, -1.3351], [1.4140, -4.9755, -0.1527], [0.8085, -3.8497, 0.3059], [0.9506, -2.6028, -0.3975], [0.3754, -1.5719, 0.0532], [1.7535, -2.5742, -1.6049], [1.9420, -1.3533, -2.3689], [1.4628, -0.2531, -2.0935], [2.3577, -3.7206, -2.0526], [1.3116, -5.9172, 0.3703], [0.2064, -3.8538, 1.2042], [2.5666, -1.4297, -3.2666], [2.9626, -3.7242, -2.9518], [0.4332, 4.4682, -2.3780], [0.3158, 3.1835, -1.7136], [0.2045, 2.1866, -1.1595], [-0.2766, 5.1622, -1.9281], [0.2105, 4.3458, -3.4375], [1.4489, 4.8425, -2.2525]],
  "mulliken_charge": [0.879, -0.049, -0.474, -0.035, 0.373, 0.373, -0.038, 0.302, -0.525, -0.488, 0.858, -0.585, 0.523, -0.164, -0.511, -0.649, 0.461, 0.414, 0.431, 0.447, -0.825, 0.533, -0.192, 0.312, 0.314, 0.315]
}